DFT (the ωB97M-V functional and the def2-TZVPD basis) results for a 2-piece molecular cluster, C10H9ClS2 overall at a distorted geometry.

E_tot = -44703.8138 eV
Relative energy (zero: lowest compared OMol25 entry of this formula, charge and spin) = 55.60 kcal per mole
LUMO energy (spin up / spin down) = -0.50 / -1.32 eV
Net charge = 0
Highest occupied orbital energy (spin up / spin down) = -8.94 / -6.80 eV
Max |F| = 4.76 eV Å⁻¹

Last column: natural (NBO) charge in e.
CARTESIAN COORDINATES (ANGSTROEM)
C -1.009 2.019 0.732  -0.2338
C 2.449 0.622 0.188  -0.2262
C -0.710 1.232 1.969  -0.3993
C 1.690 -0.460 0.688  -0.2420
C -1.902 1.405 -0.131  -0.3988
C 2.210 1.102 -1.091  -0.4450
C -1.611 0.305 2.126  -0.0144
C 0.783 -0.803 -0.326  -0.2479
C -1.025 -2.260 -1.484  -0.6473
C -0.152 -1.826 -0.345  0.0131
S -2.593 0.024 0.783  0.3368
S 0.987 0.213 -1.767  0.4311
Cl -0.392 -2.734 1.077  0.0174
H -0.389 2.877 0.456  0.2245
H 3.108 1.167 0.876  0.2143
H -0.064 1.532 2.742  0.2351
H 1.791 -0.929 1.588  0.2339
H -1.998 1.505 -1.210  0.2483
H 2.526 1.944 -1.548  0.2303
H -0.832 -3.188 -1.861  0.2253
H -0.810 -1.533 -2.263  0.2152
H -2.058 -2.217 -1.201  0.2292

DFT (the ωB97M-V functional and the def2-TZVPD basis) results for a 2-piece molecular cluster, C10H9N overall at a distorted geometry.

E_tot = -12000.5617 eV
Relative energy (zero: lowest compared OMol25 entry of this formula, charge and spin) = 130.03 kcal per mole
LUMO energy = -0.25 eV
Net charge = 0
Highest occupied orbital energy = -7.85 eV
Max |F| = 7.25 eV Å⁻¹

Last column: natural (NBO) charge in e.
CARTESIAN COORDINATES (ANGSTROEM)
C 0.207 -0.266 -1.466  0.1679
C -0.146 0.833 -2.093  -0.2818
C -0.256 1.985 -1.485  -0.1678
C 0.210 1.970 -0.094  -0.2106
C 0.289 0.794 0.619  -0.0862
C 0.253 0.638 2.104  -0.1376
C 0.031 -0.551 2.906  -0.2372
C 0.117 -1.659 1.960  -0.2077
C 0.327 -1.582 0.616  -0.2138
C 0.351 -0.354 -0.069  -0.1016
H 0.381 -1.373 -3.137  0.3702
H -1.360 -1.644 -1.764  0.3289
H -0.486 0.815 -3.152  0.2059
H -0.642 2.855 -2.100  0.2251
H -0.218 2.882 0.404  0.2115
H 0.528 1.780 2.512  0.2011
H -0.207 -0.456 3.952  0.2413
H 0.169 -2.552 2.534  0.2093
H 0.341 -2.546 -0.097  0.2594
N 0.110 -1.567 -2.149  -0.7764

DFT (the ωB97M-V functional and the def2-TZVPD basis) results for an isolated ion of composition C10H9N2 and charge +1 at a distorted geometry.

E_tot = -13483.9477 eV
SMILES string = C=C=N/C=C\c1c#[n+]cc(C)c1
Relative energy (zero: lowest compared OMol25 entry of this formula, charge and spin) = 142.15 kcal per mole
LUMO energy (spin up / spin down) = -6.01 / -6.01 eV
Net charge = +1
Highest occupied orbital energy (spin up / spin down) = -11.85 / -11.85 eV
Max |F| = 3.46 eV Å⁻¹

Last column: natural (NBO) charge in e.
CARTESIAN COORDINATES (ANGSTROEM)
C 0.881 -1.512 -0.295  -0.3413
C -1.543 -0.734 -0.207  -0.1236
C 2.209 -1.320 -0.069  0.1176
C -2.125 1.368 0.689  0.0261
C -0.150 -0.573 0.028  -0.0940
C -2.524 0.185 0.085  -0.0054
C -0.094 0.608 0.789  0.6088
C 3.869 0.425 0.121  0.5141
C 4.890 1.162 0.002  -0.5990
C -3.956 0.026 -0.243  -0.6389
N 2.887 -0.263 0.307  -0.4517
N -0.843 1.545 1.002  -0.2891
H 0.470 -2.381 -0.778  0.2494
H -1.834 -1.655 -0.681  0.2593
H 2.799 -2.180 -0.263  0.2278
H -2.701 2.288 0.662  0.2391
H 5.852 0.740 -0.024  0.2756
H 5.049 2.266 -0.052  0.2906
H -4.462 -0.712 0.253  0.2506
H -4.245 -0.209 -1.293  0.2515
H -4.429 0.926 -0.031  0.2327

DFT (the ωB97M-V functional and the def2-TZVPD basis) results for C10H9N2O5Rh as an isolated structure at a distorted geometry.

E_tot = -26743.1346 eV
Relative energy (zero: lowest compared OMol25 entry of this formula, charge and spin) = 0.00 kcal per mole
LUMO energy = -0.58 eV
Net charge = 0
Highest occupied orbital energy = -9.09 eV
Max |F| = 2.25 eV Å⁻¹

Last column: natural (NBO) charge in e.
CARTESIAN COORDINATES (ANGSTROEM)
Rh 0.398 -0.472 0.761  1.0363
O 0.912 3.104 -0.946  -0.5976
C 0.571 2.059 -0.441  0.7439
O 1.368 1.079 -0.089  -0.7212
C -0.910 1.800 -0.145  0.1066
C -1.984 2.609 -0.456  -0.1995
C -3.258 2.177 -0.091  -0.1511
C -3.442 0.975 0.588  -0.1951
C -2.326 0.216 0.879  0.1109
N -1.133 0.656 0.499  -0.3855
C -2.250 -1.116 1.624  0.7405
O -3.273 -1.638 2.009  -0.6014
O -1.037 -1.554 1.787  -0.7219
H -1.805 3.544 -0.968  0.2517
H -4.117 2.787 -0.338  0.2281
H -4.415 0.613 0.888  0.2530
N 4.203 -1.150 0.135  -0.7651
C 2.891 -1.356 0.174  0.7241
O 2.263 -1.241 1.251  -0.6293
C 2.146 -1.769 -1.069  -0.5449
C 0.636 -1.593 -0.841  -0.3980
H 4.667 -0.812 0.962  0.4184
H 4.713 -1.202 -0.728  0.4082
H 2.382 -2.827 -1.225  0.2443
H 2.511 -1.226 -1.940  0.2387
H 0.155 -2.539 -0.593  0.2057
H 0.132 -1.123 -1.684  0.2002

DFT (the ωB97M-V functional and the def2-TZVPD basis) results for C10H9N2O5SeV as an isolated structure at a distorted geometry.

E_tot = -114747.1519 eV
Relative energy (zero: lowest compared OMol25 entry of this formula, charge and spin) = 21.82 kcal per mole
Spin multiplicity = 3
LUMO energy (spin up / spin down) = -10.34 / -9.97 eV
Net charge = +2
Highest occupied orbital energy (spin up / spin down) = -16.18 / -16.25 eV
Max |F| = 8.99 eV Å⁻¹

Last column: Mulliken spin population.
CARTESIAN COORDINATES (ANGSTROEM)
O -2.335 -3.767 -1.663  -0.0001
C -1.489 -3.022 -1.537  0.0025
V 0.569 0.604 -2.284  2.0707
O 1.947 -1.465 -0.383  0.0379
C 1.263 -0.742 -0.995  0.0109
C 1.439 2.256 -2.167  -0.0845
O 1.847 3.341 -2.004  0.1119
C -1.108 1.788 -2.812  -0.0510
O -1.918 2.576 -3.134  0.0002
C 1.072 -0.587 -3.778  -0.0862
O 1.556 -1.301 -4.571  0.1186
H -0.820 0.337 -2.895  -0.0627
C 1.686 1.693 1.483  -0.0045
N 0.749 0.643 1.839  -0.0075
C 0.926 -0.309 2.839  -0.0016
C -0.153 -1.124 2.804  0.0009
N -0.976 -0.671 1.779  -0.0021
C -2.234 -1.308 1.425  0.0019
C -0.426 0.431 1.189  0.0103
Se -1.043 1.443 -0.252  -0.0691
H 1.123 2.561 1.084  0.0005
H 2.403 1.341 0.713  0.0035
H 2.234 1.988 2.397  -0.0002
H 1.799 -0.304 3.474  0.0000
H -0.422 -1.966 3.419  -0.0004
H -2.070 -2.293 0.943  -0.0004
H -2.817 -1.484 2.350  0.0002
H -2.803 -0.659 0.737  0.0002

DFT (the ωB97M-V functional and the def2-TZVPD basis) results for one molecule with the formula C10H9N3O at a distorted geometry.

E_tot = -17032.6300 eV
SMILES string = N#CCCNc1nc2ccccc2o1
Relative energy (zero: lowest compared OMol25 entry of this formula, charge and spin) = 21.59 kcal per mole
LUMO energy = 0.40 eV
Net charge = 0
Highest occupied orbital energy = -7.92 eV
Max |F| = 3.64 eV Å⁻¹

Last column: natural (NBO) charge in e.
CARTESIAN COORDINATES (ANGSTROEM)
C -0.530 -2.081 -2.359  0.2718
C -1.065 -1.134 -3.307  -0.5327
C -0.996 0.373 -2.851  -0.1880
C -0.839 0.821 -0.373  0.6797
C -0.213 0.782 1.624  0.0792
C -0.116 0.667 2.991  -0.2306
C 1.111 0.196 3.556  -0.2122
C 2.245 0.123 2.715  -0.2212
C 2.171 0.097 1.310  -0.2570
C 0.941 0.468 0.788  0.2454
H -0.538 -1.269 -4.243  0.2580
H -2.129 -1.256 -3.571  0.2458
H -1.556 0.959 -3.559  0.2096
H 0.086 0.522 -2.851  0.2157
H -2.480 1.116 -1.574  0.4121
H -1.018 0.616 3.626  0.2223
H 1.128 0.038 4.664  0.2205
H 3.197 0.044 3.216  0.2123
H 2.999 -0.091 0.700  0.2251
N -0.119 -2.920 -1.672  -0.2976
N -1.446 0.875 -1.584  -0.6079
N -1.291 1.120 0.836  -0.5033
O 0.507 0.489 -0.504  -0.4471

DFT (the ωB97M-V functional and the def2-TZVPD basis) results for one molecule with the formula C10H9N3O at a distorted geometry.

E_tot = -17030.0351 eV
SMILES string = C1=NC2(N=CC1)NOc1ccccc12
Relative energy (zero: lowest compared OMol25 entry of this formula, charge and spin) = 81.43 kcal per mole
LUMO energy = 0.73 eV
Net charge = 0
Highest occupied orbital energy = -8.10 eV
Max |F| = 3.66 eV Å⁻¹

Last column: natural (NBO) charge in e.
CARTESIAN COORDINATES (ANGSTROEM)
C 1.806 -2.058 -0.663  -0.2489
C 1.682 -2.132 -2.033  -0.1872
C 1.175 -1.036 0.096  -0.1808
C 0.752 -1.325 -2.721  -0.2742
C 0.309 -0.236 -0.588  -0.0769
C 0.182 -0.329 -2.010  0.3014
C -1.941 0.462 1.734  0.1361
C -0.008 1.882 1.935  0.1458
C -0.931 1.045 2.735  -0.5745
C -0.559 0.956 -0.151  0.2849
N -1.758 0.396 0.470  -0.4153
N 0.083 1.850 0.687  -0.4046
N -0.924 1.524 -1.436  -0.3273
O -0.642 0.601 -2.496  -0.3141
H 2.470 -2.844 -0.208  0.2151
H 2.338 -2.895 -2.519  0.2214
H 1.243 -1.142 1.217  0.2203
H 0.633 -1.374 -3.880  0.2339
H -2.848 0.107 2.125  0.1809
H 0.612 2.732 2.406  0.1882
H -1.446 1.652 3.510  0.2410
H -0.474 0.127 3.203  0.2519
H -1.756 2.037 -1.413  0.3828

DFT (the ωB97M-V functional and the def2-TZVPD basis) results for one molecule with the formula C10H9N3S at a distorted geometry.

E_tot = -25816.0758 eV
Relative energy (zero: lowest compared OMol25 entry of this formula, charge and spin) = 119.10 kcal per mole
LUMO energy (spin up / spin down) = -1.48 / -1.44 eV
Net charge = 0
Highest occupied orbital energy (spin up / spin down) = -7.64 / -8.37 eV
Max |F| = 1.93 eV Å⁻¹

Last column: natural (NBO) charge in e.
CARTESIAN COORDINATES (ANGSTROEM)
C 0.833 -2.742 -0.726  -0.2392
C -0.808 1.628 -1.995  -0.2077
C 0.338 -1.852 -1.669  -0.1636
C -0.476 0.336 -2.301  -0.1747
C 0.610 -2.495 0.600  -0.1926
C -0.727 2.032 -0.668  -0.2146
C -0.176 -0.593 -1.288  0.0102
C -0.308 -0.239 0.104  -0.1066
C -0.289 -1.426 0.994  0.2147
C -0.436 1.138 0.343  -0.1082
N 1.028 3.223 1.091  -0.9943
N 0.625 1.671 3.083  -1.0634
N -1.200 -1.687 1.870  -0.5770
S -0.014 2.351 1.841  1.4007
H 1.353 -3.634 -1.042  0.2224
H -1.069 2.344 -2.757  0.2219
H 0.407 -2.077 -2.722  0.2106
H -0.418 0.011 -3.329  0.2125
H 0.910 -3.207 1.354  0.2145
H -0.839 3.077 -0.424  0.2387
H 1.751 3.608 1.680  0.3858
H -0.025 1.110 3.614  0.3726
H -1.070 -2.577 2.347  0.3373

DFT (the ωB97M-V functional and the def2-TZVPD basis) results for an isolated ion of composition C10H9N4 and charge +1 at a distorted geometry.

E_tot = -16466.8370 eV
SMILES string = [H]/N=C(/C[n+]1ccccc1)C(C#N)C#N
Relative energy (zero: lowest compared OMol25 entry of this formula, charge and spin) = 0.00 kcal per mole
LUMO energy = -4.54 eV
Net charge = +1
Highest occupied orbital energy = -14.36 eV
Max |F| = 5.29 eV Å⁻¹

Last column: natural (NBO) charge in e.
CARTESIAN COORDINATES (ANGSTROEM)
C -2.492 -1.339 0.483  0.2707
C -3.649 0.456 -0.465  0.2443
C 3.207 -0.637 0.415  -0.1095
C 2.898 0.651 0.097  -0.2147
C 2.322 -1.605 0.053  -0.2066
C 1.677 0.968 -0.504  0.1096
C 1.086 -1.265 -0.420  0.0646
C -1.405 0.875 0.485  0.3642
C -0.554 0.479 -0.993  -0.2632
C -2.702 0.144 0.604  -0.4738
N -2.269 -2.455 0.332  -0.2392
N -4.323 0.711 -1.326  -0.1947
N -0.814 1.677 1.169  -0.5734
N 0.778 0.027 -0.708  -0.2572
H 4.180 -0.798 1.019  0.2703
H 3.640 1.461 0.287  0.2638
H 2.655 -2.649 0.153  0.2681
H 1.273 1.934 -0.593  0.2415
H 0.337 -1.989 -0.725  0.2536
H -0.438 1.339 -1.576  0.2420
H -1.015 -0.451 -1.422  0.2386
H -3.154 0.437 1.524  0.3047
H -1.239 2.029 2.110  0.3963

DFT (the ωB97M-V functional and the def2-TZVPD basis) results for an isolated ion of composition C10H9NO2P and charge -1 at a distorted geometry.

E_tot = -25391.0878 eV
SMILES string = N#CC1([P@](=O)([O-])c2ccccc2)CC1
LUMO energy = 3.49 eV
Net charge = -1
Highest occupied orbital energy = -4.92 eV
Max |F| = 4.93 eV Å⁻¹

Last column: natural (NBO) charge in e.
CARTESIAN COORDINATES (ANGSTROEM)
C -1.502 1.218 1.115  0.3174
C 0.914 -3.261 0.758  -0.2261
C 1.750 -2.174 0.500  -0.2208
C -0.365 -3.189 0.409  -0.2184
C 1.403 -1.063 -0.208  -0.1811
C -0.783 -2.017 -0.291  -0.1492
C 0.112 -1.052 -0.657  -0.4239
C -0.789 3.061 -0.633  -0.3742
C 0.292 2.569 0.140  -0.4215
C -0.841 1.674 0.004  -0.5026
N -2.053 0.699 2.014  -0.4416
O 0.660 1.128 -2.243  -1.1564
O -1.663 0.144 -2.315  -1.1474
P -0.390 0.376 -1.624  2.2414
H 1.310 -4.073 1.416  0.1977
H 2.809 -2.281 0.574  0.1902
H -1.025 -3.990 0.593  0.2003
H 2.039 -0.302 -0.387  0.2180
H -1.800 -1.897 -0.446  0.2255
H -1.564 3.723 -0.154  0.1921
H -0.836 3.115 -1.694  0.2338
H 1.138 2.203 -0.476  0.2478
H 0.517 3.118 0.990  0.1990

no.,M (g/mol)
1,228.77
2,143.19
3,157.20
4,340.10
5,367.09
6,187.20
7,187.20
8,203.27
9,185.21
10,206.16